Model a:
ORCA calculation (wB97M-V/def2-TZVPD) on a 2-piece molecular cluster, C3H9NO3 overall.

Last column: natural (NBO) charge in e.
CARTESIAN COORDINATES (ANGSTROEM)
C: 0.4669 -0.0186 1.0343  0.483
N: 0.0982 -1.3869 0.9891  -0.881
O: -0.5934 0.7775 1.4431  -0.738
O: 1.5582 0.1535 1.9020  -0.747
H: 1.6331 1.0805 2.1561  0.478
H: -1.1127 0.2936 2.0993  0.479
H: 0.9531 0.5504 -0.0145  0.186
H: 0.5753 -1.8898 0.2443  0.391
H: 0.3048 -1.8298 1.8789  0.381
C: -1.1875 0.2873 -1.7170  -0.730
C: 0.2971 0.2632 -1.5464  0.417
O: 1.0590 -0.5132 -2.0880  -0.551
H: 0.7245 1.3439 -1.1635  0.102
H: -1.6448 0.5681 -0.7668  0.253
H: -1.5784 -0.6862 -2.0047  0.232
H: -1.5534 1.0067 -2.4462  0.246

Output
M = 107.1 g/mol
total charge = 0
frontier orbital gap = 10.12 eV
HOMO energy = -9.5 eV
LUMO level = 0.6221 eV
SMILES string = NC(O)O.CC=O


Model b:
ORCA calculation (wB97M-V/def2-TZVPD) on a 2-piece molecular cluster, C3H9NO3 overall.

Last column: natural (NBO) charge in e.
CARTESIAN COORDINATES (ANGSTROEM)
O: 0.4432 1.8316 -1.9993  -0.557
C: 0.7357 0.8610 -1.3558  0.466
C: -0.2380 0.0332 -0.5374  -0.347
N: 0.4915 -0.7767 0.4349  -0.630
C: -0.0641 -2.0819 0.6624  0.094
O: -1.4577 -1.9852 0.9898  -0.744
H: 1.7415 0.4140 -1.3643  0.114
H: -0.6802 -0.6200 -1.3034  0.224
H: -0.9899 0.6664 -0.0668  0.231
H: 0.5256 -0.3145 1.3349  0.372
H: 0.0319 -2.6693 -0.2470  0.149
H: 0.4994 -2.5263 1.4856  0.165
H: -1.8517 -2.8568 0.8799  0.469
H: 0.4616 3.9668 0.7676  0.468
H: 0.1713 3.0075 -0.3264  0.482
O: 0.1798 3.0504 0.6454  -0.954

Output
M = 107.1 g/mol
total charge = 0
frontier orbital gap = 10.48 eV
HOMO energy = -9.7 eV
LUMO level = 0.8140 eV
SMILES string = O=CCNCO.O


Of them, model b has the highest stability.


Model a:
ORCA calculation (wB97M-V/def2-TZVPD) on a 2-piece molecular cluster, C3H9NO3 overall.

Last column: natural (NBO) charge in e.
CARTESIAN COORDINATES (ANGSTROEM)
O: 2.5533 -0.6820 -0.2601  -0.515
C: 1.6059 -0.6817 -1.0124  0.412
C: 0.6436 0.5061 -0.9080  -0.335
N: 0.0643 0.3461 0.4176  -0.670
C: -1.2411 0.9950 0.4926  0.093
O: -1.3921 2.2494 -0.1057  -0.719
H: 1.5035 -1.6023 -1.6008  0.136
H: 0.8296 1.5380 -1.2359  0.212
H: -0.1847 0.3835 -1.6112  0.198
H: 0.5516 0.3272 1.2900  0.405
H: -1.3971 1.0925 1.5844  0.156
H: -1.9871 0.3137 0.0768  0.159
H: -0.6801 2.8278 0.1800  0.468
H: 0.0572 -3.2084 0.8213  0.460
H: -0.6043 -1.9316 0.5632  0.468
O: -0.3225 -2.4733 1.3081  -0.930

Output
M = 107.1 g/mol
total charge = 0
frontier orbital gap = 10.01 eV
HOMO energy = -9.4 eV
LUMO level = 0.6569 eV
SMILES string = O=CCNCO.O


Model b:
ORCA calculation (wB97M-V/def2-TZVPD) on C3H9NO3 as an isolated structure.

Last column: natural (NBO) charge in e.
CARTESIAN COORDINATES (ANGSTROEM)
O: -1.4277 -0.4289 0.2471  -0.580
O: -0.0485 -1.3114 -1.2847  -0.683
C: -0.3490 -0.7904 -0.1068  0.846
N: 2.0561 1.2170 -0.5326  -0.839
C: 0.8999 -0.5382 0.7266  -0.520
C: 1.3015 0.9586 0.6536  -0.199
H: -0.7783 -1.5925 -1.9015  0.519
H: 2.1703 2.2364 -0.5509  0.358
H: 1.5993 0.9659 -1.4164  0.363
H: 1.7131 -1.2556 0.5041  0.240
H: 0.5868 -0.6994 1.7761  0.239
H: 1.8546 1.2003 1.5815  0.200
H: 0.3840 1.5778 0.6376  0.179
O: -3.5072 -0.3224 -0.4108  -1.013
H: -3.9130 -0.8696 0.2992  0.445
H: -2.5418 -0.3476 -0.2223  0.446

Output
M = 107.1 g/mol
total charge = 0
frontier orbital gap = 10.10 eV
HOMO energy = -9.7 eV
LUMO level = 0.4514 eV


Model c:
ORCA calculation (wB97M-V/def2-TZVPD) on a 2-piece molecular cluster, C3H9NO3 overall.

Last column: natural (NBO) charge in e.
CARTESIAN COORDINATES (ANGSTROEM)
C: 0.9813 1.3684 0.2485  -0.209
C: 1.0465 -0.0616 0.8217  -0.519
C: -0.2692 -0.5708 1.2964  0.785
O: -0.9246 0.1288 2.2268  -0.688
O: -0.7914 -1.5299 0.7733  -0.610
N: 0.4149 1.2857 -1.1059  -0.857
H: 1.9294 1.8991 0.2750  0.205
H: 0.2544 1.8972 0.9021  0.181
H: 1.6757 -0.0283 1.7261  0.228
H: 1.5685 -0.6956 0.1131  0.246
H: -1.7634 -0.3023 2.4570  0.505
H: 0.6905 2.0288 -1.7296  0.369
H: -0.5913 1.2361 -1.0651  0.362
H: -1.9347 -2.3386 -1.7086  0.483
H: -0.6915 -2.0341 -2.6268  0.475
O: -1.5950 -2.2829 -2.6040  -0.958

Output
M = 107.1 g/mol
total charge = 0
frontier orbital gap = 10.12 eV
HOMO energy = -9.5 eV
LUMO level = 0.5990 eV
SMILES string = NCCC(=O)O.O


Of them, model c has the highest stability.